68
Properties=species:S:1:pos:R:3:forces:R:3:nbo_charge:R:1 method="wB97M-V/def2-TZVPD" charge=-2 orbital_gap_ev="5.505 / 5.606" lumo_ha="0.14755 / 0.15003"
I 2.7768 0.7868 -0.7309 0.345 0.158 -0.221 -0.838
Sb -2.6904 1.7575 -0.8882 -0.017 0.018 -0.144 1.070
Se -0.9389 -1.5812 2.6025 0.346 0.295 -0.376 -0.570
Ni 0.7157 -0.3046 1.1051 -0.276 -0.383 0.021 1.094
S -0.4500 -1.1275 -0.5581 -0.186 -0.005 0.313 -0.077
S -0.1261 -3.8929 -1.7161 0.012 -0.034 0.079 0.229
O -0.3395 1.2701 0.9440 0.005 -0.483 0.010 -0.807
O 1.6186 0.4231 2.5359 0.185 -0.175 0.048 -0.698
N 1.7849 -1.9324 1.0302 -0.561 0.356 0.004 -0.310
N 1.4217 -2.9140 0.1177 -0.019 -0.070 0.081 -0.383
N -1.0712 2.0775 2.9644 0.015 -0.306 -0.128 -0.889
C 1.8256 -1.6600 -3.5577 -0.012 0.064 0.044 -0.235
C 4.4998 -1.6058 3.4626 0.127 -0.067 0.048 -0.163
C 4.3975 0.3907 4.7680 -0.133 0.086 -0.059 -0.196
C 0.4031 -2.6074 -0.5955 0.093 0.045 -0.313 -0.083
C 2.8514 -2.1780 1.7144 0.183 0.114 0.320 0.346
C 3.2660 0.7657 4.0955 0.081 -0.032 0.077 -0.270
C -3.6196 0.6928 0.7379 0.060 -0.160 0.022 -0.761
C 1.0116 -2.7154 -3.9621 0.023 0.036 0.048 0.058
C -0.2286 2.2368 1.8370 0.258 0.434 0.113 0.525
C 3.4976 -2.3063 -5.1637 0.022 0.027 -0.012 -0.240
C 0.5311 3.3377 1.6427 -0.149 -0.185 0.065 -0.653
C 1.4522 -3.5592 -4.9791 -0.002 -0.004 0.002 -0.257
C 2.6868 -3.3541 -5.5823 -0.031 -0.029 0.020 -0.231
C 3.0642 -1.4617 -4.1491 0.025 0.050 0.026 -0.186
C -2.5649 3.6913 0.0812 -0.015 0.027 0.100 -0.764
C 2.6910 -0.0384 3.0690 -0.136 0.114 0.033 0.422
C -4.7100 1.4367 1.4929 -0.068 0.115 0.024 -0.620
C -4.6017 2.1118 -1.9294 -0.070 0.097 0.045 -0.782
C 5.0317 -0.8188 4.4579 0.040 -0.104 -0.019 -0.319
C 3.6316 -3.4424 1.4779 0.067 -0.033 0.040 -0.681
C -5.1694 0.7837 -2.4258 -0.015 -0.096 -0.023 -0.623
C 3.3444 -1.2610 2.7380 -0.121 0.048 -0.052 -0.176
C -0.2993 -2.9547 -3.2667 -0.048 0.048 -0.125 -0.573
C -3.6968 4.6695 -0.2063 -0.132 0.019 -0.053 -0.612
H 3.0195 -4.0187 -6.3730 -0.013 0.018 0.022 0.191
H -1.2150 1.0795 3.1338 0.035 0.154 -0.047 0.405
H -3.8206 4.8558 -1.2805 0.016 -0.020 0.120 0.189
H 1.5146 -0.9857 -2.7616 0.026 -0.095 -0.057 0.269
H -0.8077 -2.0151 -3.0486 0.011 -0.030 0.044 0.251
H 0.8243 -4.3893 -5.2930 0.037 0.044 0.009 0.192
H 2.7590 1.7008 4.2986 0.009 -0.020 0.011 0.215
H -5.5501 1.7114 0.8416 0.074 -0.023 0.067 0.181
H 4.8021 1.0378 5.5391 0.010 0.003 0.003 0.189
H 5.0022 -2.5376 3.2364 -0.026 0.061 0.011 0.194
H -5.3266 2.6254 -1.2863 0.101 -0.082 -0.080 0.194
H -4.3184 2.3556 1.9425 -0.038 -0.083 -0.050 0.207
H -2.7963 0.4148 1.4017 -0.096 0.017 -0.086 0.267
H -5.4185 0.1219 -1.5885 0.028 0.075 -0.074 0.202
H -3.9974 -0.2475 0.3193 0.038 0.079 0.041 0.207
H 4.4665 -2.1508 -5.6272 -0.040 -0.009 0.021 0.195
H 3.5768 -4.0803 2.3646 0.002 0.033 -0.033 0.217
H 4.6797 -3.2002 1.2996 -0.022 0.018 -0.010 0.219
H -4.6569 4.2911 0.1642 0.108 0.057 -0.043 0.194
H -4.3975 2.7779 -2.7772 -0.014 -0.064 0.088 0.195
H -4.4397 0.2471 -3.0445 -0.071 0.049 0.057 0.201
H 1.1640 3.3887 0.7638 -0.059 0.003 0.165 0.225
H -1.5956 4.1046 -0.1942 -0.030 0.023 -0.053 0.232
H 3.6788 -0.6427 -3.7869 -0.045 -0.082 -0.038 0.236
H 5.9264 -1.1312 4.9837 -0.026 0.009 -0.019 0.189
H -0.9644 -3.5548 -3.8904 0.012 -0.039 0.023 0.213
H -5.1135 0.8279 2.3120 0.027 0.025 -0.058 0.193
H 0.5341 4.1415 2.3756 0.003 -0.078 -0.118 0.168
H -2.4888 3.4809 1.1503 -0.014 0.010 -0.025 0.238
H -0.6753 2.5056 3.7858 0.063 0.077 0.104 0.356
H -3.5218 5.6410 0.2737 0.012 -0.061 -0.014 0.187
H 3.2390 -3.9782 0.6277 -0.052 -0.058 -0.060 0.262
H -6.0800 0.9066 -3.0258 0.039 0.002 0.026 0.179

72
Properties=species:S:1:pos:R:3:forces:R:3:lowdin_spin:R:1 method="wB97M-V/def2-TZVPD" multiplicity=2 charge=0 s_squared=0.764 de_lowest_kj_mol=25.3 orbital_gap_ev="7.253 / 7.514" lumo_ha="0.01078 / -0.00146"
Ru 1.8495 -0.4896 -1.3559 0.055 -0.104 0.205 0.652
Si -1.2187 0.0620 0.1618 0.149 -0.262 0.091 0.002
O -0.1174 -0.2674 -0.9510 -0.100 0.076 -0.168 0.012
O 2.6496 -1.2615 2.5988 -0.022 0.057 0.033 0.005
N 2.4716 -0.2729 0.5269 0.022 0.063 0.040 0.007
N 1.5017 -2.3781 -0.5703 -0.054 -0.009 -0.062 0.000
N 1.8100 1.6840 -1.0523 -0.013 0.074 0.019 0.031
C 2.3262 2.0702 0.1196 0.067 0.021 0.106 0.002
C 3.0130 1.0007 0.9296 0.032 0.079 -0.123 0.002
C -5.1756 1.0106 -0.7658 -0.004 0.015 -0.032 0.000
C -1.2743 2.7157 1.2128 0.000 -0.041 0.046 0.000
C -0.9360 3.7514 2.0741 -0.005 0.023 0.047 0.000
C 0.8930 -4.6927 0.8195 0.025 0.028 0.114 0.001
C -1.7096 -1.4804 1.1492 0.028 0.088 -0.114 0.000
C 0.6367 -4.5909 -0.5368 -0.101 -0.046 -0.111 0.001
C -2.7810 0.6345 -0.7101 0.069 0.045 -0.093 0.000
C 0.5179 2.2684 3.2754 -0.045 -0.004 0.008 0.000
C 3.2432 0.6437 -3.2965 0.050 0.101 0.001 0.178
C 1.7468 -2.4709 0.7469 -0.039 0.021 -0.036 0.000
C -0.7268 1.4364 1.3580 -0.056 0.078 0.036 0.001
C -5.0673 1.5984 -2.0202 0.038 -0.033 0.025 0.000
C 0.9450 3.8703 -1.4037 -0.004 0.086 0.040 0.002
C -2.6933 1.2245 -1.9724 -0.020 -0.015 -0.028 0.000
C -3.8217 1.7012 -2.6264 -0.040 0.027 0.029 0.000
C 0.9379 -3.4156 -1.1938 -0.008 0.082 0.032 0.000
C -4.0416 0.5333 -0.1224 -0.033 0.005 0.028 0.000
C 1.1206 2.5595 -1.7872 -0.006 -0.090 -0.029 0.004
C 1.4507 -3.6092 1.4719 0.023 -0.022 0.055 0.001
C 3.3852 -1.5307 -2.5814 0.000 -0.144 0.012 0.013
C 1.5056 4.2894 -0.2025 0.049 -0.053 -0.040 0.001
C 2.2583 -1.4147 -3.4477 -0.031 -0.094 -0.044 0.061
C -2.5848 -3.8312 2.4194 0.008 0.011 -0.013 0.000
C -1.7271 -1.5859 2.5399 -0.013 0.025 0.029 0.000
C -0.0416 3.5289 3.1115 -0.025 -0.012 -0.001 0.000
C 3.9370 -0.2398 -2.4259 0.005 0.114 -0.039 -0.004
C 0.1789 1.2395 2.4067 -0.026 0.015 0.023 0.000
C 2.1677 -0.0630 -3.8536 -0.024 0.054 0.002 0.011
C -2.1487 -2.5865 0.4108 0.004 0.026 -0.021 0.000
C -2.1493 -2.7504 3.1716 -0.004 -0.014 -0.001 0.000
C -2.5912 -3.7444 1.0320 0.046 -0.015 0.018 0.000
C 2.2040 3.3796 0.5667 0.012 0.025 -0.093 0.001
C 2.3431 -1.2574 1.4065 0.051 -0.183 0.000 0.003
H 1.6654 -3.5979 2.5316 -0.001 -0.007 -0.008 0.000
H 3.7800 -2.4409 -2.1586 -0.013 0.002 0.009 0.001
H 0.7095 -3.2788 -2.2395 0.014 -0.005 -0.012 0.000
H 1.4186 0.3373 -4.5198 -0.016 -0.005 0.015 -0.002
H 2.6203 3.6604 1.5243 0.002 -0.029 -0.016 0.000
H 0.1766 -5.4006 -1.0857 0.014 -0.005 -0.003 0.000
H 0.6991 2.1676 -2.7045 0.012 0.029 0.009 0.000
H -2.1586 -2.5288 -0.6749 -0.005 -0.005 0.043 0.000
H -1.9902 2.9029 0.4194 0.011 0.004 0.004 0.000
H 0.6374 0.2689 2.5584 -0.016 -0.014 0.029 0.000
H -6.1446 0.9215 -0.2904 -0.004 0.002 -0.009 0.000
H -4.1418 0.0677 0.8534 0.000 0.009 -0.012 0.000
H 0.3703 4.5439 -2.0236 -0.001 -0.009 -0.003 0.000
H 4.8124 -0.0066 -1.8399 -0.003 0.028 -0.001 -0.002
H 1.2146 2.0816 4.0844 0.000 -0.008 0.000 0.000
H -5.9510 1.9680 -2.5255 0.003 0.001 0.003 0.000
H 1.3803 5.3086 0.1393 -0.014 -0.007 -0.011 0.000
H -2.9428 -4.5794 0.4374 0.002 -0.005 0.001 0.000
H -2.9290 -4.7329 2.9114 0.003 0.004 -0.009 0.000
H 1.6453 -2.2184 -3.8208 0.001 -0.008 0.005 0.004
H -1.4207 -0.7427 3.1475 0.014 -0.015 0.005 0.000
H 3.4228 1.7027 -3.3942 0.006 -0.011 0.012 0.010
H -3.7323 2.1532 -3.6072 -0.005 -0.007 0.002 0.000
H -1.3797 4.7313 1.9411 -0.002 -0.005 0.004 0.000
H -2.1496 -2.8078 4.2534 0.001 0.001 -0.006 0.000
H 2.8659 1.1696 1.9973 -0.032 0.001 -0.008 0.001
H 0.6462 -5.5965 1.3602 -0.004 0.003 0.007 0.000
H -1.7222 1.2962 -2.4511 -0.005 -0.022 0.003 0.000
H 0.2139 4.3310 3.7934 -0.001 0.005 0.001 0.000
H 4.0966 1.0501 0.7496 -0.021 -0.021 -0.046 0.000

130
Properties=species:S:1:pos:R:3:forces:R:3:mulliken_charge:R:1 method="wB97M-V/def2-TZVPD" charge=+1 orbital_gap_ev=8.525 lumo_ha=-0.09752
Br -8.6603 1.3736 -6.4757 0.054 -0.033 0.012 0.002
Br 10.1483 0.4455 -7.2880 0.008 0.011 -0.051 0.048
Br -6.7979 1.3605 5.3390 0.049 -0.036 0.076 -0.099
Br 2.2534 2.1207 3.3669 -0.143 -0.107 0.071 0.002
Br -8.7630 1.6584 2.8690 -0.010 -0.028 -0.041 -0.029
Br -3.3655 2.6529 -0.1114 0.072 -0.021 0.049 -0.024
Br 6.2027 0.2286 -6.5789 -0.078 -0.131 -0.019 0.090
Br -1.5353 -3.5174 5.1584 0.070 0.112 -0.026 0.014
Br -9.5407 -4.0407 -1.5299 0.005 0.019 -0.016 -0.031
Br -6.5003 -0.1423 -8.2640 0.023 0.059 0.057 0.005
Br -7.5363 -7.1281 6.7560 -0.007 0.051 -0.011 -0.018
Br -3.1563 1.4646 -8.8658 0.041 -0.029 -0.019 -0.023
Br -0.1128 5.5878 -0.5787 -0.015 0.006 0.047 -0.037
Br -0.8044 6.9249 2.2331 0.033 -0.024 -0.018 -0.069
Br 2.7608 -2.5750 10.6668 0.027 0.054 -0.067 -0.025
Br 1.9532 7.5999 0.7937 -0.264 -0.098 -0.292 -0.007
Br -6.1351 -3.9548 -10.6523 -0.009 0.030 -0.009 -0.002
Br 5.3471 -1.0976 9.5307 -0.031 -0.003 -0.002 -0.030
Br 9.6327 3.1680 -8.8450 0.105 -0.097 -0.222 -0.029
Br 4.7104 -2.5546 -6.9850 0.037 0.001 0.024 -0.040
Br -4.4182 -0.7674 -2.2504 0.052 -0.019 0.072 0.059
Br -12.4474 0.0172 1.8516 -0.096 0.127 0.224 -0.057
Br 7.5587 5.8928 0.6708 0.196 -0.171 -0.103 0.026
Br -4.4216 2.3552 2.8907 -0.004 0.006 -0.086 0.081
Br -14.3752 -2.0246 0.3501 0.021 0.026 0.040 -0.017
Br 2.4335 -0.0390 8.7693 0.038 -0.002 0.017 -0.031
Br -8.1850 -4.1893 7.7968 0.022 0.005 -0.009 -0.019
Br -10.4555 -1.1786 -0.4694 0.051 -0.163 -0.159 0.112
Br -6.3627 -1.5714 -12.7521 -0.002 -0.019 0.029 -0.015
Br 9.1517 8.6625 0.7362 0.011 -0.059 0.010 -0.028
Br 6.2730 7.3829 4.0283 -0.023 0.011 -0.033 -0.030
Br 8.0323 -0.5283 5.1510 -0.067 -0.013 -0.049 -0.014
Br -1.3545 2.9097 2.3491 0.224 -0.038 -0.008 0.025
Br -3.6587 -4.4022 7.9764 -0.083 -0.034 0.100 -0.099
Br -10.0011 -1.6479 -3.5842 -0.225 -0.060 0.082 0.003
Br 8.0821 4.5683 -6.0112 -0.080 -0.052 0.175 0.005
Br -7.3092 -1.1254 3.4131 0.015 0.122 0.018 0.107
Br 0.7256 -1.3305 4.6588 0.059 0.204 0.369 0.045
Br -6.8407 -0.9062 -5.1991 0.205 0.077 -0.044 0.109
Br 12.6106 2.1451 -8.3799 -0.042 0.001 0.010 -0.029
Br 10.7417 5.9080 0.7335 -0.037 0.011 0.007 -0.023
Br -5.9111 -3.5493 -2.5672 0.028 0.002 0.046 0.032
Br 4.5068 -5.2221 -2.6677 0.027 -0.009 -0.010 -0.026
Br -15.2997 -0.6765 3.0837 0.051 -0.004 -0.026 -0.022
Br 5.8333 -2.7640 4.5845 -0.020 0.007 0.061 -0.027
Br 0.9234 -3.2736 7.1776 -0.057 0.089 -0.112 -0.007
Br -9.0013 -2.9066 -11.5691 0.042 -0.002 0.004 -0.030
Br 3.3763 8.6539 3.6977 0.173 0.089 0.310 -0.020
Br 8.4389 2.0140 -4.1452 -0.002 0.047 0.013 0.005
Br -2.5309 -1.0487 -10.7219 -0.076 0.011 0.064 0.019
Br 6.6800 -2.9689 -3.2395 -0.081 -0.006 0.113 0.100
Br 4.9440 0.1631 5.4931 -0.065 -0.026 -0.094 0.080
Br 5.3449 8.5541 1.2076 -0.209 0.161 0.102 -0.082
Br -7.5810 -4.6833 4.7109 -0.017 -0.062 0.053 0.007
Br -2.1537 -1.2672 -7.5672 -0.029 0.014 -0.014 0.021
Br 7.0979 -4.9882 -0.8196 -0.047 0.007 0.049 -0.023
Br 5.5212 3.1789 -4.7288 0.074 0.016 0.021 -0.037
Br 3.5854 4.5147 1.7706 -0.063 -0.029 0.013 0.202
Br -2.7635 -3.4975 -2.0731 -0.049 -0.157 -0.171 -0.082
Br 7.8816 -2.4702 -6.7003 0.037 0.013 -0.096 -0.083
Br 4.6568 1.5198 1.3708 -0.481 1.210 0.126 -0.081
Br -4.8060 -1.4513 7.5694 0.013 -0.081 -0.046 0.057
Br -2.3854 -1.9618 9.5732 0.003 -0.033 -0.057 -0.029
P 1.1239 0.4293 -0.1046 1.030 0.556 -0.240 0.469
O -0.2843 -2.7449 1.8617 1.604 -0.539 0.137 -0.277
O 0.6364 -0.1537 -1.3293 -1.069 -0.846 -1.312 -0.558
N 0.9399 -0.6876 1.2979 0.407 0.476 0.315 -0.088
C -7.1659 -2.4377 -11.2339 -0.001 -0.056 -0.071 0.374
C 10.8209 2.2061 -7.6784 0.017 -0.013 0.009 -0.250
C 7.3936 3.5867 -4.5075 0.015 0.090 0.039 -0.278
C -1.6440 -1.1669 0.5202 0.719 0.533 0.373 -0.213
C -3.9877 -2.6890 8.7960 0.005 0.106 -0.016 -0.324
C -4.2711 -2.5868 -2.8555 -0.177 0.028 -0.034 -0.313
C 6.3753 -4.7486 -2.5848 0.006 0.071 0.000 -0.372
C 6.2947 -1.2065 5.6139 0.058 -0.007 0.022 -0.173
C -7.7255 -0.2766 -6.7858 -0.069 -0.043 -0.051 -0.422
C 9.1605 6.8317 0.1473 0.047 -0.032 0.060 -0.312
C -3.1534 3.2003 1.7225 -0.171 -0.112 0.010 -0.404
C -7.2166 -5.2476 6.5157 -0.007 -0.024 -0.024 0.184
C -8.0615 0.4621 4.1991 -0.028 -0.044 -0.103 -0.364
C -2.0779 -0.1107 -9.1065 -0.017 0.000 -0.047 -0.371
C 4.9997 -1.9364 0.9191 -0.716 -0.472 0.486 -0.157
C 5.5143 -1.0594 1.5313 0.563 -0.947 -0.356 -0.713
C -14.2748 -0.4665 1.4713 -0.039 -0.082 -0.019 -0.320
C 3.8855 2.8041 2.5841 0.137 0.286 -0.315 -0.478
C 6.3128 -1.5421 -7.3217 -0.007 0.054 0.008 -0.334
C 4.0296 -2.9067 0.4861 -0.025 0.347 -1.055 -0.370
C 2.6507 -2.2674 0.3148 0.038 -0.017 -0.135 -0.289
C 0.1013 7.1400 0.5462 0.087 -0.066 -0.025 -0.341
C -9.4597 -2.1364 -1.8053 0.122 0.111 0.003 -0.142
C 3.5198 -0.8956 10.1067 -0.065 -0.049 -0.062 -0.298
C 5.2091 8.7072 3.1250 -0.031 -0.044 0.015 -0.246
C 0.3233 -3.0932 5.3643 -0.074 -0.208 0.009 -0.360
C 2.2528 -1.4288 1.4996 0.021 -0.265 0.033 -0.147
B -0.3278 -1.5716 1.2276 -1.255 0.302 -0.448 0.696
H 10.8611 2.7500 -6.7457 -0.037 0.013 0.052 0.267
H -1.9449 -2.0028 -0.0988 -0.158 0.035 -0.330 -0.333
H -3.3311 4.2649 1.7605 0.059 0.066 -0.009 0.341
H -1.0556 0.2183 -9.2055 0.062 0.009 0.018 0.339
H 3.5309 -0.2462 10.9680 0.024 0.022 0.057 0.348
H -8.8874 0.1516 4.8206 -0.026 -0.023 0.041 0.390
H 5.6064 9.6725 3.3972 0.024 0.057 -0.007 0.359
H 6.9018 -5.4281 -3.2368 0.002 -0.040 -0.053 0.344
H 7.4779 4.2247 -3.6419 -0.039 0.036 0.057 0.277
H 1.9296 -3.0581 0.1821 -0.348 -0.358 -0.114 0.282
H -8.4668 -1.0151 -7.0509 -0.029 -0.052 -0.004 0.348
H 2.9895 -0.6989 1.7748 0.360 0.473 -0.140 -0.128
H -0.3681 7.9669 0.0363 -0.040 0.030 -0.034 0.384
H 6.3338 -1.5137 6.6480 -0.037 0.011 0.064 0.130
H -1.6080 -0.2487 -0.0406 -0.194 0.185 -0.444 0.294
H -6.1665 -5.0774 6.6955 0.054 0.031 0.013 -0.162
H -4.6878 -2.8524 9.6005 -0.049 -0.026 0.030 0.361
H -7.1632 -1.7269 -10.4239 -0.008 0.050 0.052 -0.337
H -2.4094 -1.0677 1.2838 -0.226 -0.004 0.285 0.342
H 2.6831 -1.7317 -0.6239 -0.147 0.440 -0.193 0.459
H 0.8197 -0.0853 2.1231 0.013 0.013 0.160 -0.057
H -14.7101 0.3523 0.9203 -0.004 0.056 -0.028 0.367
H 2.5144 0.5819 -0.1901 -0.083 0.192 0.751 0.012
H 4.0105 -3.7751 1.1201 0.092 -0.383 0.327 0.462
H 4.3262 -3.1872 -0.5113 0.034 -0.759 -0.343 -0.103
H 9.1816 6.8454 -0.9308 -0.012 0.005 -0.061 0.342
H 4.5896 2.9423 3.3921 -0.012 -0.072 0.090 0.422
H 6.4057 -1.4400 -8.3917 0.019 -0.003 -0.057 0.375
H 5.9857 -0.3390 2.0773 1.264 0.903 0.985 0.812
H 0.5656 1.6577 0.2773 -0.069 -0.157 0.518 0.131
H -8.4238 -1.8469 -1.7016 0.059 -0.022 -0.019 0.088
H 0.8810 -3.8036 4.7737 0.060 0.040 -0.098 0.352
H 2.1777 -2.0756 2.3518 -0.493 -0.223 0.498 0.232
H -0.5802 -3.4328 1.2673 -0.742 -0.591 0.223 0.248
H -4.1007 -2.5573 -3.9216 0.045 0.005 -0.049 0.320